A molecular structure, C28H47CrN2O4S2SbSi3 in a non-equilibrium geometry. Source: the Open Molecules 2025 dataset; level of theory: ωB97M-V with the def2-TZVPD basis set.

Positions of all 88 atoms, in Å:
Cr (-0.50723, -0.55165, 0.66193)
C (-3.66982, -1.69547, 2.18600)
C (-3.29849, -0.44395, 1.45728)
N (-2.14740, 0.15036, 1.81275)
N (-2.17200, 1.48136, 1.93477)
C (-1.15992, 2.20223, 1.65170)
S (0.21610, 1.64232, 0.74521)
S (-1.12221, 3.80394, 2.36832)
C (-0.58685, 4.77395, 0.89208)
C (-1.80744, 5.21653, 0.17179)
C (-2.47925, 4.35952, -0.69274)
C (-3.68423, 4.73372, -1.25610)
C (-4.22870, 5.97410, -0.96979)
C (-3.56473, 6.83721, -0.11493)
C (-2.36517, 6.45823, 0.45408)
C (-3.98324, 0.06061, 0.30521)
C (-5.37670, 0.15849, 0.16116)
C (-5.93319, 0.74022, -0.95522)
C (-5.13325, 1.23837, -1.97813)
C (-3.75408, 1.08154, -1.90453)
C (-3.18662, 0.47754, -0.79947)
O (-1.81935, 0.17981, -0.85819)
H (-4.24652, -1.45488, 3.08342)
H (-2.74913, -2.19528, 2.49155)
H (-4.25045, -2.36967, 1.56098)
H (0.04454, 4.09993, 0.31545)
H (-0.00440, 5.60697, 1.27785)
H (-2.05937, 3.38831, -0.90859)
H (-4.21142, 4.04954, -1.90550)
H (-5.18334, 6.25681, -1.39072)
H (-3.99427, 7.80091, 0.12330)
H (-1.85662, 7.12811, 1.13183)
H (-5.99983, -0.19483, 0.97121)
H (-7.00707, 0.84581, -1.01275)
H (-5.57821, 1.72960, -2.83232)
H (-3.11494, 1.41269, -2.71346)
O (0.30969, -1.14785, 2.23778)
O (-0.05304, -2.19525, 1.42168)
C (3.44041, -0.02236, -3.19730)
Si (4.02454, 0.00906, -1.36673)
C (4.05274, 1.84788, -0.80338)
C (5.85305, -0.57105, -1.47247)
Sb (1.96453, -1.12081, -0.23607)
Si (2.64814, -0.88764, 2.34165)
C (2.56390, -2.30035, 3.65862)
C (2.20584, 0.76436, 3.20195)
C (4.58603, -0.74172, 2.15305)
Si (2.41215, -3.67070, -0.29333)
C (4.25358, -4.00704, -0.71140)
C (1.36433, -4.35570, -1.75616)
C (1.95784, -4.75113, 1.22842)
H (4.03574, 0.60365, -3.85445)
H (2.40833, 0.31175, -3.26386)
H (3.47671, -1.03377, -3.58900)
H (4.23658, 2.54312, -1.61767)
H (4.81048, 2.02754, -0.04754)
H (3.09064, 2.09836, -0.36226)
H (6.40959, 0.02588, -2.18861)
H (5.91584, -1.60399, -1.79020)
H (6.35566, -0.49263, -0.51694)
H (1.58810, -2.76695, 3.68935)
H (2.75350, -1.86944, 4.63854)
H (3.31449, -3.06314, 3.47967)
H (1.15108, 0.77591, 3.45986)
H (2.40320, 1.62234, 2.56702)
H (2.78323, 0.88153, 4.11409)
H (4.98432, -1.57475, 1.57973)
H (5.06017, -0.74269, 3.12890)
H (4.85774, 0.17818, 1.64443)
H (4.53229, -3.51481, -1.63387)
H (4.46173, -5.06456, -0.82251)
H (4.89792, -3.62181, 0.06810)
H (1.55323, -3.79198, -2.66618)
H (0.30980, -4.26494, -1.51007)
H (1.56607, -5.40134, -1.96408)
H (2.77891, -4.81075, 1.93546)
H (1.67446, -5.76290, 0.94908)
H (1.11135, -4.29661, 1.73362)
C (-3.47912, -2.44746, -1.48946)
O (-2.42003, -2.11221, -0.59958)
C (-1.43412, -1.22142, -1.00515)
C (-0.96346, -1.41858, -2.44418)
H (-3.77166, -1.60519, -2.11506)
H (-4.32828, -2.72783, -0.86583)
H (-3.20318, -3.29350, -2.12513)
H (-0.74158, -2.46922, -2.60678)
H (-0.05977, -0.83264, -2.62442)
H (-1.72884, -1.09584, -3.15677)

Calculated values
* HOMO-LUMO gap (alpha / beta): 6.307 / 6.011 eV
* net charge: -1
* multiplicity: 2
* energy relative to the best compared isomer or geometry (same formula, charge and spin): 2.270 eV
* lowest unoccupied orbital energy (alpha / beta): 2.20 / 2.12 eV

Atomic partial charges in e from the Mulliken method, atoms 1 to 2: -0.665 -1.739



A molecular structure, C11H11N3O5Ti in a non-equilibrium geometry. Source: the Open Molecules 2025 dataset; level of theory: ωB97M-V with the def2-TZVPD basis set.

Positions of all 31 atoms, in Å:
Ti (0.08718, 1.59243, 0.02299)
C (0.09841, 2.21501, 1.99835)
O (-0.05992, 2.59201, 3.09113)
C (0.05067, 3.74400, -0.59795)
O (-0.02391, 4.88912, -0.71699)
C (-2.01642, 1.74495, -0.15352)
O (-3.17422, 1.87877, -0.11086)
C (2.14898, 1.54172, -0.21161)
O (3.30215, 1.64250, -0.26452)
C (-0.02682, 0.10206, -4.93981)
H (0.90287, -0.47439, -4.88211)
H (-0.95497, -0.47327, -4.85276)
C (-0.02967, 1.39597, -5.25451)
H (-0.95923, 1.94556, -5.43950)
H (0.89681, 1.94186, -5.46431)
C (1.66010, -1.81156, 3.63083)
N (0.76599, -1.67347, 2.46800)
C (-0.20794, -2.63784, 2.32267)
C (-1.11294, -2.53759, 1.30110)
C (-1.02297, -1.42217, 0.43128)
N (-0.13316, -0.41800, 0.67954)
C (0.75187, -0.52330, 1.71969)
O (1.47026, 0.49665, 1.98536)
N (-1.77439, -1.23695, -0.65794)
H (1.03828, -1.82920, 4.54797)
H (2.37050, -0.97510, 3.65435)
H (2.18116, -2.78022, 3.52477)
H (-0.16835, -3.42719, 3.09639)
H (-1.88192, -3.29335, 1.15939)
H (-2.54381, -1.83196, -0.88351)
H (-1.63460, -0.37704, -1.20392)

Calculated values
* HOMO-LUMO gap (alpha / beta): 3.103 / 3.933 eV
* net charge: +3
* multiplicity: 2
* lowest unoccupied orbital energy (alpha / beta): -14.77 / -14.31 eV

Atomic partial charges in e from the Mulliken method, atoms 1 to 2: -0.240 0.753



A single C2H3NOS molecule in a non-equilibrium geometry. Source: the Open Molecules 2025 dataset; level of theory: ωB97M-V with the def2-TZVPD basis set.

Positions of all 8 atoms, in Å:
C (1.18124, 0.37148, -0.63474)
C (-1.01651, -0.30636, 0.52454)
N (1.02034, 0.97901, 0.45387)
O (0.01577, 0.12042, 1.30081)
S (-0.03021, -0.80534, -1.17077)
H (1.90794, 0.56825, -1.35310)
H (-1.42160, -1.28977, 0.80927)
H (-1.65697, 0.36230, 0.07013)

Calculated values
* HOMO-LUMO gap: 9.829 eV
* energy relative to the best compared isomer or geometry (same formula, charge and spin): 2.794 eV
* lowest unoccupied orbital energy: 0.50 eV

Atomic partial charges in e from the Mulliken method, atoms 1 to 2: 0.025 -0.348



A single C3H8N2OS molecule in a non-equilibrium geometry. Source: the Open Molecules 2025 dataset; level of theory: ωB97M-V with the def2-TZVPD basis set.

Positions of all 15 atoms, in Å:
C (-0.22008, -0.65742, 0.13453)
C (-0.93227, 0.00176, -1.24522)
S (-2.16895, -1.02545, -1.78038)
N (1.14941, -0.03946, 0.07533)
C (1.60025, 0.63894, 1.23401)
N (0.71127, 1.44331, 2.04282)
O (2.76897, 0.77395, 1.43420)
H (-0.92213, -0.42127, 0.98722)
H (-0.14074, -1.74292, 0.00068)
H (-0.07282, 0.12239, -1.93229)
H (-1.32524, 0.89921, -0.74751)
H (-3.53931, -0.67106, -1.36755)
H (1.87678, -0.51141, -0.47556)
H (1.17644, 1.82456, 2.83105)
H (-0.21377, 0.98952, 2.14941)

Calculated values
* HOMO-LUMO gap: 9.396 eV
* energy relative to the best compared isomer or geometry (same formula, charge and spin): 1.871 eV
* lowest unoccupied orbital energy: 0.53 eV

Atomic partial charges in e from the Mulliken method, atoms 1 to 2: -0.604 -0.532



A single C18H28N2O3S molecule in a non-equilibrium geometry. Source: the Open Molecules 2025 dataset; level of theory: ωB97M-V with the def2-TZVPD basis set.

Positions of all 52 atoms, in Å:
C (1.31016, -3.08710, -3.83869)
N (2.35714, -3.99286, -3.44287)
S (3.27015, -3.47065, -2.14062)
O (4.30118, -4.43991, -1.92772)
O (3.63506, -2.10926, -2.40191)
C (2.13015, -3.49806, -0.75499)
C (1.44110, -2.34342, -0.45603)
C (0.49489, -2.34702, 0.56962)
C (0.25460, -3.53294, 1.26362)
C (0.96198, -4.67959, 0.94788)
C (1.90774, -4.67427, -0.06571)
H (2.48555, -5.54945, -0.31326)
H (0.77254, -5.58616, 1.50181)
H (-0.47997, -3.54216, 2.05158)
N (-0.16572, -1.15314, 0.84957)
C (-1.13711, -0.90338, 1.78382)
O (-1.61798, -1.74453, 2.50564)
C (-1.52948, 0.56071, 1.83101)
C (-0.42815, 1.36926, 2.52752)
C (-0.84414, 2.77790, 2.95996)
H (-1.71301, 2.70062, 3.61753)
C (-1.15633, 3.81156, 1.86326)
C (-0.16699, 3.77842, 0.69780)
C (-0.43181, 4.94175, -0.25473)
C (-1.86268, 4.88536, -0.78146)
C (-2.85811, 4.89375, 0.37491)
C (-2.58646, 3.72880, 1.32406)
H (-3.29522, 3.75795, 2.15450)
H (-2.74162, 2.79378, 0.78631)
H (-3.87750, 4.82716, -0.01119)
H (-2.76916, 5.83571, 0.92109)
H (-2.05011, 5.73561, -1.44021)
H (-1.99726, 3.97344, -1.36863)
H (0.27348, 4.90697, -1.08796)
H (-0.27778, 5.88539, 0.27341)
H (0.85591, 3.83592, 1.07661)
H (-0.27340, 2.84348, 0.14402)
H (-1.06193, 4.79471, 2.34198)
H (-0.01967, 3.17215, 3.55991)
H (0.45561, 1.42746, 1.88966)
H (-0.13878, 0.82758, 3.43217)
H (-1.70137, 0.92712, 0.81860)
H (-2.45552, 0.64104, 2.40060)
H (0.15265, -0.36545, 0.30183)
H (1.66985, -1.44714, -1.01279)
C (1.99587, -5.38674, -3.40933)
H (1.76423, -5.72333, -4.42029)
H (1.12916, -5.57635, -2.76214)
H (2.85812, -5.93406, -3.03761)
H (0.42335, -3.16894, -3.19534)
H (1.71553, -2.08042, -3.77808)
H (1.02123, -3.29730, -4.86873)

Calculated values
* HOMO-LUMO gap: 9.402 eV
* energy relative to the best compared isomer or geometry (same formula, charge and spin): 0.606 eV
* lowest unoccupied orbital energy: 0.43 eV

Atomic partial charges in e from the Mulliken method, atoms 1 to 2: -0.880 0.015



A molecular structure, C7H12ClIO3PPb in a non-equilibrium geometry. Source: the Open Molecules 2025 dataset; level of theory: ωB97M-V with the def2-TZVPD basis set.

Positions of all 26 atoms, in Å:
C (1.99378, 0.39441, 0.71890)
C (1.59315, 0.42353, -0.73007)
H (2.96081, 0.91886, 0.82488)
H (2.09214, -0.62558, 1.11589)
H (1.25473, 0.93228, 1.32480)
O (1.25694, 1.45804, -1.33135)
I (-1.20048, -0.27645, -0.87017)
Pb (-1.68271, -1.45658, 2.54744)
P (2.08261, -1.04197, -1.79384)
C (1.88700, -0.46105, -3.46638)
C (3.78678, -1.46192, -1.45688)
H (1.22455, -2.89063, -0.48636)
H (1.55685, -3.33721, -2.18977)
H (0.11096, -2.37707, -1.76777)
C (1.16386, -2.55739, -1.52457)
H (3.86497, -1.94531, -0.47622)
H (4.12941, -2.16272, -2.22840)
H (2.50300, -1.06286, -4.13976)
H (2.16759, 0.59206, -3.56246)
H (4.38707, -0.54660, -1.48821)
H (0.83561, -0.55573, -3.74329)
C (-0.73503, 2.40147, 0.34801)
O (-1.46225, 3.15593, -0.11464)
Cl (0.51364, -2.51862, 2.22615)
O (-3.65676, 1.63989, 1.25736)
C (-2.88819, 0.91628, 1.70422)

Calculated values
* HOMO-LUMO gap (alpha / beta): 5.165 / 4.972 eV
* net charge: +3
* energy relative to the best compared isomer or geometry (same formula, charge and spin): 0.000 eV
* lowest unoccupied orbital energy (alpha / beta): -16.27 / -16.28 eV

Atomic partial charges in e from the Mulliken method, atoms 1 to 2: -0.958 0.199